Density functional theory data (ωB97M-V/def2-TZVPD) for an isolated molecule of C15H28O2.

Output
Frontier orbital gap   11.187 eV
Energy   -20105.2491 eV
SMILES   O=C1CCCCCCCCCCCCCCO1

Last column: Mulliken charge in e.
CARTESIAN COORDINATES (ANGSTROEM)
O1 -4.075 0.454 -0.227  -0.62
O2 -2.530 1.334 1.135  -0.28
C1 3.008 -1.001 -1.373  -0.94
C2 -1.399 2.881 -0.843  -0.92
C3 1.396 -2.235 1.257  -0.58
C4 -0.342 1.820 -1.145  0.22
C5 2.052 1.188 -0.553  0.43
C6 -2.259 -0.994 1.860  -0.77
C7 -2.819 2.344 -1.001  -0.75
C8 -0.137 -2.205 1.228  -0.60
C9 2.492 0.385 -1.778  -0.76
C10 -2.863 0.380 2.145  -0.88
C11 1.073 2.324 -0.849  -1.17
C12 -0.732 -0.998 1.951  -0.33
C13 1.877 -2.034 -1.237  -0.25
C14 -3.210 1.264 -0.013  0.60
C15 1.979 -2.914 0.013  -1.11
H1 -0.349 -0.082 1.495  0.09
H2 0.919 -1.512 -1.219  0.08
H3 -2.681 -1.710 2.566  0.48
H4 -2.570 -1.294 0.857  0.39
H5 1.785 -1.218 1.318  0.30
H6 1.440 -3.849 -0.155  0.38
H7 1.574 0.514 0.160  -0.58
H8 3.026 -3.168 0.189  0.40
H9 3.545 -0.908 -0.427  0.39
H10 3.728 -1.353 -2.114  0.41
H11 -0.545 0.946 -0.524  -0.11
H12 -0.529 -3.123 1.669  0.38
H13 1.658 0.268 -2.473  0.30
H14 1.872 -2.673 -2.122  0.46
H15 -2.470 0.801 3.072  0.42
H16 -0.479 -2.179 0.191  0.33
H17 1.440 2.929 -1.680  0.34
H18 -1.268 3.238 0.180  0.37
H19 2.941 1.596 -0.067  0.37
H20 1.031 2.970 0.033  0.42
H21 -2.977 1.939 -2.003  0.31
H22 -1.266 3.731 -1.516  0.43
H23 1.732 -2.761 2.152  0.47
H24 3.276 0.936 -2.302  0.40
H25 -3.954 0.299 2.203  0.43
H26 -3.538 3.157 -0.862  0.36
H27 -0.425 1.509 -2.188  0.31
H28 -0.424 -0.998 2.999  0.39